Entry 1:
{
  "formula": "C4H8N2",
  "method": "ωB97M-V/def2-TZVPD",
  "species": ["N", "C", "C", "C", "C", "N", "H", "H", "H", "H", "H", "H", "H", "H"],
  "coordinates": [[2.10293, 0.50830, 0.72755], [1.42020, 0.09281, -0.49003], [0.30133, -0.81046, -0.05475], [-0.97858, -0.49903, -0.08302], [-2.12566, 0.30111, -0.46206], [-2.23473, -0.92548, 0.38037], [3.08973, 0.33346, 0.73593], [1.85682, 1.42989, 1.05293], [2.12815, -0.43506, -1.14099], [1.03042, 0.93849, -1.07366], [0.61395, -1.68753, 0.50706], [-2.55200, 0.16557, -1.45317], [-2.30137, 1.27731, -0.01135], [-2.35121, -0.68938, 1.36518]],
  "forces_ev_per_a": [[0.0, 0.0, 0.1], [-0.2, -0.1, -0.2], [-0.2, 0.0, 0.1], [0.2, 0.0, -0.1], [-0.1, 0.3, -0.2], [0.0, -0.2, 0.1], [0.2, 0.3, -0.1], [0.2, 0.0, -0.1], [-0.1, 0.0, 0.1], [0.1, -0.1, 0.1], [-0.1, 0.1, 0.0], [0.0, 0.1, 0.1], [0.1, -0.2, 0.0], [0.0, -0.1, -0.2]],
  "e_above_lowest_kcal_mol": 53.73,
  "homo_ev": -8.6,
  "smiles": "NC/C=C1\\CN1",
  "charge": 0,
  "orbital_gap_ha": 0.3543
}

Entry 2:
{
  "formula": "C4H8N2",
  "method": "ωB97M-V/def2-TZVPD",
  "species": ["H", "N", "C", "N", "C", "H", "H", "H", "H", "H", "C", "C", "H", "H"],
  "coordinates": [[0.08565, 2.37904, 1.17097], [0.32023, 2.35147, 0.17729], [0.84841, 1.20503, -0.15145], [0.59294, -0.04315, 0.36831], [1.07176, -1.27532, -0.19395], [1.18478, 1.16099, -1.19086], [1.21882, 0.61972, 1.19802], [1.46673, -1.12759, -1.20156], [0.23600, -1.97745, -0.25009], [1.83519, -1.71681, 0.44967], [-1.89630, 0.10602, -0.21891], [-2.46148, -0.94472, -0.05799], [-1.61157, 1.13917, -0.30373], [-2.89118, -1.87642, 0.20427]],
  "forces_ev_per_a": [[-0.7, -0.1, 0.0], [2.0, -0.9, 0.6], [-2.8, 1.4, -4.2], [2.3, 3.6, 4.7], [0.7, -0.2, 0.1], [0.5, 0.2, -0.2], [-1.5, -4.1, -0.7], [0.1, 0.0, 0.0], [0.0, 0.2, 0.0], [0.0, 0.0, -0.2], [-1.2, -0.1, 0.1], [0.4, 0.6, 0.1], [0.2, -0.3, -0.1], [-0.1, -0.2, -0.2]],
  "e_above_lowest_kcal_mol": 122.48,
  "homo_ev": -9.3,
  "smiles": "[H]/N=C\\NC.C#C",
  "charge": 0,
  "orbital_gap_ha": 0.3724
}

Entry 3:
{
  "formula": "C4H8N2",
  "method": "ωB97M-V/def2-TZVPD",
  "species": ["C", "N", "C", "C", "C", "N", "H", "H", "H", "H", "H", "H", "H", "H"],
  "coordinates": [[1.36095, -0.34569, 0.36038], [-0.15200, -0.27135, 0.36610], [-0.58682, 0.70674, -0.65524], [-1.29226, -1.40204, 0.24408], [-0.18376, 2.08270, -0.36769], [0.09042, 3.17687, -0.11368], [1.72962, -0.71204, -0.60031], [1.71444, -0.99663, 1.16104], [1.76915, 0.66265, 0.52912], [-0.38820, 0.11531, 1.27666], [-0.19127, 0.37856, -1.62049], [-1.67509, 0.60385, -0.65858], [-1.22089, -1.75711, -0.79961], [-0.97430, -2.24182, 0.87825]],
  "forces_ev_per_a": [[0.0, -0.2, 0.0], [-0.2, 0.2, 0.1], [-0.1, 0.0, -0.1], [0.7, -0.2, 0.0], [0.2, 1.0, 0.2], [-0.2, -1.1, -0.2], [-0.3, -0.1, 0.1], [-0.3, 0.0, -0.1], [-0.2, -0.3, 0.0], [-0.1, 0.1, -0.1], [-0.1, 0.1, 0.1], [0.0, 0.2, -0.1], [0.2, 0.1, 0.1], [0.2, 0.2, 0.0]],
  "e_above_lowest_kcal_mol": 87.70,
  "homo_ev": -7.3,
  "charge": 0,
  "orbital_gap_ha": 0.2894
}

Entry 4:
{
  "formula": "C4H8N2",
  "method": "ωB97M-V/def2-TZVPD",
  "species": ["C", "C", "C", "C", "N", "N", "H", "H", "H", "H", "H", "H", "H", "H"],
  "coordinates": [[0.27779, -1.67725, -0.75426], [-0.46778, -1.15953, -1.67969], [0.87312, -2.25621, 0.22354], [-1.26398, 1.30690, 0.66609], [0.49898, 2.74293, 1.09258], [0.03306, 1.56579, 0.81747], [-1.44356, -1.26851, -1.56517], [0.06292, -0.51086, -2.41835], [1.25078, -3.29487, 0.15415], [1.23980, -1.81553, 1.13002], [-1.35419, 0.49127, -0.05584], [-1.86608, 2.27029, 0.63203], [1.49142, 2.78353, 1.36275], [0.66773, 0.82204, 0.39468]],
  "forces_ev_per_a": [[-0.5, 0.0, 0.0], [5.1, 1.4, -0.8], [1.6, -1.8, 0.6], [0.8, 1.3, -1.2], [0.1, 0.4, 0.8], [0.6, 0.0, -1.3], [-4.4, -0.2, -0.1], [-1.0, -0.7, 0.3], [-0.4, 0.6, -0.3], [-0.4, 0.7, 0.3], [-0.8, 0.2, 0.6], [0.5, -1.7, 0.4], [-0.5, -0.9, -0.5], [-0.7, 0.8, 1.2]],
  "e_above_lowest_kcal_mol": 122.88,
  "homo_ev": -7.8,
  "charge": 0,
  "orbital_gap_ha": 0.3167
}

Entry 5:
{
  "formula": "C4H8N2",
  "method": "ωB97M-V/def2-TZVPD",
  "species": ["C", "C", "C", "C", "N", "N", "H", "H", "H", "H", "H", "H", "H", "H"],
  "coordinates": [[0.54615, -1.56768, -0.00745], [-0.78622, 0.01675, -1.52503], [0.23906, -0.16139, -0.44339], [0.02224, 1.61266, 1.85738], [1.06969, 0.93079, -0.17584], [0.39014, 0.78716, 0.94389], [0.87560, -2.13014, -0.88985], [-1.12665, -0.92356, -1.96021], [-0.34182, -2.06932, 0.38531], [1.33390, -1.58312, 0.74241], [-0.35565, 0.64960, -2.30718], [-1.65240, 0.55037, -1.12653], [0.35057, 2.64670, 1.82275], [-0.56461, 1.24119, 2.68374]],
  "forces_ev_per_a": [[0.0, 0.0, -0.1], [-0.1, 0.1, 0.0], [0.1, 0.2, 0.6], [0.1, -0.1, 0.0], [0.1, 0.1, 0.1], [-0.3, -0.3, -0.7], [0.0, 0.1, 0.1], [0.0, 0.0, 0.1], [0.0, 0.0, 0.0], [0.0, 0.0, 0.0], [0.0, 0.0, 0.1], [0.0, 0.0, 0.0], [0.0, 0.0, -0.1], [0.0, 0.0, 0.0]],
  "e_above_lowest_kcal_mol": 87.13,
  "homo_ev": -7.9,
  "charge": 0,
  "orbital_gap_ha": 0.3239
}

Entry 6:
{
  "formula": "C4H8N2",
  "method": "ωB97M-V/def2-TZVPD",
  "species": ["C", "N", "N", "C", "C", "C", "H", "H", "H", "H", "H", "H", "H", "H"],
  "coordinates": [[1.96994, -2.53900, 0.85383], [1.46174, -1.33830, 1.12477], [0.75798, -0.96732, -0.00099], [0.00235, 0.06609, 0.18048], [-0.52487, 0.89748, -0.87123], [-1.68286, 1.76748, -0.37525], [1.85328, -3.22162, -0.17857], [2.57847, -3.09630, 1.61788], [0.04463, 0.54783, 1.20711], [-0.80571, 0.22409, -1.76238], [0.38073, 1.46017, -1.20881], [-1.38414, 2.45552, 0.52179], [-2.65708, 1.28079, 0.04902], [-1.99446, 2.46308, -1.15766]],
  "forces_ev_per_a": [[-0.2, -0.1, -0.3], [1.4, -4.5, -1.1], [-1.8, 2.0, -0.9], [2.8, -0.9, 2.6], [-1.1, -0.8, -2.0], [-1.1, 1.4, 1.8], [-0.1, 2.5, 2.6], [-0.7, 1.1, -0.5], [-0.3, -0.6, -0.9], [0.2, 1.1, 1.2], [-0.9, 0.2, 0.1], [-0.1, -1.2, -1.6], [2.0, 0.2, -1.1], [-0.1, -0.1, 0.0]],
  "e_above_lowest_kcal_mol": 65.99,
  "homo_ev": -9.4,
  "smiles": "C=N/N=C/CC",
  "charge": 0,
  "orbital_gap_ha": 0.3683
}

Entry 7:
{
  "formula": "C4H8N2",
  "method": "ωB97M-V/def2-TZVPD",
  "species": ["C", "N", "C", "C", "C", "N", "H", "H", "H", "H", "H", "H", "H", "H"],
  "coordinates": [[-2.06577, 0.20927, 0.09682], [-0.64403, 0.12060, -0.40710], [0.28182, -0.96521, -0.12999], [1.71044, -0.36834, -0.00485], [1.28424, 1.13089, 0.05969], [0.06490, 1.34780, -0.21102], [-2.01802, 0.21625, 1.19938], [-2.27343, 1.15725, -0.34745], [-2.78376, -0.54162, -0.29977], [0.09317, -1.68894, -0.86979], [-0.15455, -1.40842, 0.70766], [2.48823, -0.58905, -0.81787], [2.04099, -0.63293, 1.01414], [1.97576, 2.01243, 0.01014]],
  "forces_ev_per_a": [[2.2, -0.5, -0.3], [0.3, 2.0, -0.8], [-0.5, 0.6, -0.7], [-0.7, 0.7, 0.7], [1.1, 0.0, -1.4], [-1.4, -0.9, 0.3], [-0.6, 0.1, -0.3], [-1.0, 0.8, 0.3], [0.9, 0.2, 0.2], [0.5, -1.0, -1.3], [0.3, -1.0, 2.3], [-1.3, 0.2, 1.2], [0.6, -0.1, -0.7], [-0.6, -1.1, 0.4]],
  "e_above_lowest_kcal_mol": 50.17,
  "homo_ev": -8.0,
  "smiles": "CN1CCC=N1",
  "charge": 0,
  "orbital_gap_ha": 0.3346
}

Entry 8:
{
  "formula": "C4H8N2",
  "method": "ωB97M-V/def2-TZVPD",
  "species": ["C", "C", "N", "C", "C", "N", "H", "H", "H", "H", "H", "H", "H", "H"],
  "coordinates": [[-1.23272, 1.17783, -0.04911], [0.13879, -0.82032, -0.04699], [-0.78249, -1.74104, 0.21562], [1.47715, -0.68365, 0.19549], [1.46778, 0.73587, -0.15473], [-0.09990, 0.39856, -0.53283], [-0.48281, -2.66512, 0.49642], [-1.62473, -1.75498, -0.34537], [2.27969, -1.38114, 0.37617], [-1.14678, 2.20330, -0.41751], [-1.29060, 1.19911, 1.04614], [-2.17400, 0.77416, -0.43920], [2.08257, 1.08553, -0.98869], [1.38805, 1.47189, 0.64459]],
  "forces_ev_per_a": [[0.2, 0.2, 0.0], [3.2, -0.9, 1.1], [-1.9, -1.7, 0.2], [0.0, -1.7, 0.5], [-2.5, 0.5, -0.7], [0.6, 3.2, -1.3], [0.1, 0.3, -0.1], [0.2, 0.1, 0.0], [0.0, 0.0, 0.0], [0.0, -0.1, 0.0], [0.0, 0.0, 0.0], [0.2, 0.0, 0.0], [-0.3, 0.1, 0.0], [0.3, 0.0, 0.1]],
  "e_above_lowest_kcal_mol": 48.85,
  "homo_ev": -7.1,
  "charge": 0,
  "orbital_gap_ha": 0.3021
}

Entry 9:
{
  "formula": "C4H8N2",
  "method": "ωB97M-V/def2-TZVPD",
  "species": ["H", "N", "C", "C", "N", "C", "C", "H", "H", "H", "H", "H", "H", "H"],
  "coordinates": [[2.56405, 0.02811, 1.32750], [1.70548, 0.40178, 0.92855], [1.30721, -0.14735, -0.12552], [0.03194, 0.30844, -0.77687], [-0.10061, 1.75593, -0.65945], [-1.14837, -0.43330, -0.17839], [-1.09797, -1.37812, 0.74210], [1.80109, -0.99448, -0.62194], [0.06737, 0.06871, -1.85102], [0.21397, 2.03049, 0.26683], [-1.07164, 2.03306, -0.76275], [-2.10425, -0.10145, -0.56582], [-1.99558, -1.83601, 1.12450], [-0.17269, -1.73579, 1.15227]],
  "forces_ev_per_a": [[-0.1, -0.2, -0.3], [0.1, 0.5, 0.5], [0.2, -0.5, -0.5], [-0.3, 0.1, -0.2], [0.0, 0.2, 0.1], [0.2, 0.1, -0.2], [-0.2, -0.1, 0.0], [0.1, 0.1, 0.2], [0.1, -0.1, 0.2], [-0.1, 0.0, 0.0], [0.1, 0.0, 0.0], [-0.2, 0.0, 0.0], [-0.2, 0.0, 0.0], [0.3, 0.0, 0.1]],
  "e_above_lowest_kcal_mol": 29.46,
  "homo_ev": -9.2,
  "smiles": "[H]/N=C/[C@H](N)C=C",
  "charge": 0,
  "orbital_gap_ha": 0.3804
}

Entry 10:
{
  "formula": "C4H8N2",
  "method": "ωB97M-V/def2-TZVPD",
  "species": ["C", "N", "C", "C", "C", "N", "H", "H", "H", "H", "H", "H", "H", "H"],
  "coordinates": [[-0.99122, 0.83768, 1.46877], [0.31639, 1.27696, 1.00677], [-0.67401, 0.82920, 0.01934], [-0.66788, -0.53183, -0.61360], [1.03514, -0.72648, -1.22323], [0.40837, -1.31183, -0.04712], [-1.63889, 1.61428, 1.86790], [-1.06000, -0.12801, 1.96859], [0.97003, 0.50849, 1.16343], [-1.09112, 1.62514, -0.59380], [0.05135, -0.34807, -1.83453], [1.70248, 0.10429, -1.00683], [1.40471, -1.45359, -1.94589], [0.23463, -2.29622, -0.22981]],
  "forces_ev_per_a": [[-0.2, 0.0, 0.2], [0.3, -0.1, 0.0], [-0.2, 0.0, -0.2], [-0.1, 0.1, 0.3], [0.4, 0.0, -0.2], [-0.2, -0.2, 0.0], [0.1, -0.1, -0.1], [0.0, 0.1, -0.1], [-0.1, 0.1, 0.0], [0.1, -0.1, 0.1], [0.1, 0.1, -0.1], [-0.1, -0.1, 0.0], [-0.1, 0.1, 0.1], [0.0, 0.1, 0.1]],
  "e_above_lowest_kcal_mol": 115.41,
  "homo_ev": -8.4,
  "charge": 0,
  "orbital_gap_ha": 0.3418
}